This record from OMol25 describes a molecular structure, C12H23AlClF4NO3. The level of theory is wB97M-V/def2-TZVPD.

```
45
Properties=species:S:1:pos:R:3
C -2.503 0.014 2.380
C -1.886 -0.582 3.800
O -0.660 -1.371 3.588
C -0.985 -2.790 3.304
C -0.217 -3.143 1.865
O -0.043 -1.849 1.177
C 0.749 -1.979 -0.055
C 0.285 -0.909 -1.255
C -1.333 -0.811 -1.399
C -1.998 0.671 -1.327
N -1.050 1.837 -1.242
C 0.274 1.658 -1.950
C 1.092 0.502 -1.096
C 1.466 0.936 0.439
C 1.723 2.579 0.616
O 0.813 3.404 1.197
Cl 3.315 3.420 0.075
H -3.277 0.866 2.597
H -1.593 0.447 1.781
H -2.985 -0.869 1.763
H -2.697 -1.216 4.391
H -1.628 0.354 4.478
H -2.140 -2.932 3.131
H -0.587 -3.458 4.202
H 0.799 -3.710 2.087
H -0.888 -3.917 1.270
H 0.510 -3.059 -0.502
H 1.909 -1.952 0.146
H 0.687 -1.414 -2.260
H -1.914 -1.488 -0.606
H -1.635 -1.275 -2.456
H -2.686 0.805 -2.293
H -2.743 0.751 -0.410
H -1.532 2.659 -1.716
H -0.974 2.111 -0.228
H 0.886 2.678 -2.043
H 0.110 1.297 -3.064
H 2.129 0.363 -1.671
H 2.522 0.440 0.687
H 0.654 0.666 1.239
F 2.265 0.934 -4.564
Al 3.607 2.053 -4.128
F 4.337 1.535 -2.565
F 2.963 3.727 -3.964
F 4.862 2.017 -5.419
```

Results
molar mass	367.747	u
net charge	0
electronic energy	-50439.34677	eV
HOMO-LUMO gap	9.77	eV
spin multiplicity	1

---

This record from OMol25 describes a molecular structure, C12H23F3NO2P2Sm. The level of theory is wB97M-V/def2-TZVPD.

```
44
Properties=species:S:1:pos:R:3
Sm 0.106 0.186 0.904
P 2.315 -1.335 1.198
C 2.378 -1.681 -0.614
C 1.045 -1.957 -1.357
N -0.102 -1.407 -0.854
C -1.293 -1.610 -1.494
C -1.356 -2.390 -2.642
C -0.190 -2.953 -3.167
C 1.026 -2.728 -2.514
C -2.578 -0.970 -0.908
P -2.427 0.558 0.092
H 1.973 -3.138 -2.882
H -2.336 -2.537 -3.111
H -0.226 -3.558 -4.073
H -3.306 -0.751 -1.706
H -3.081 -1.696 -0.240
H 2.888 -0.797 -1.069
H 3.075 -2.530 -0.724
H 1.726 3.775 -1.454
O 2.440 3.369 -1.986
H 2.358 3.829 -2.854
H -1.476 4.699 0.675
O -1.138 5.411 0.086
H -1.566 6.216 0.445
C -2.483 1.928 -1.100
H -3.421 1.993 -1.659
H -2.304 2.887 -0.595
H -1.653 1.794 -1.806
C -3.860 0.711 1.202
H -3.717 1.604 1.833
H -4.845 0.775 0.713
H -3.854 -0.158 1.882
C 2.272 -2.943 2.015
H 3.141 -3.585 1.844
H 2.161 -2.774 3.093
H 1.368 -3.464 1.681
C 3.871 -0.497 1.657
H 3.811 -0.219 2.722
H 4.797 -1.070 1.499
H 3.936 0.446 1.088
F -0.964 2.285 3.424
C 0.090 1.409 3.187
F 1.227 2.224 3.226
F 0.172 0.650 4.346
```

Results
molar mass	482.623	u
net charge	+2
electronic energy	-63020.06356	eV
HOMO-LUMO gap (alpha / beta)	6.84 / 8.11	eV
spin multiplicity	6
expectation value of S²	8.820

---

This record from OMol25 describes a molecular structure, C12H23IrN3S5. The level of theory is wB97M-V/def2-TZVPD.

```
44
Properties=species:S:1:pos:R:3
Ir -0.562 0.547 -0.051
C -2.779 0.146 2.732
C -3.599 0.753 1.604
S -3.145 -0.146 0.080
C -3.657 0.727 -1.445
C -3.003 -0.034 -2.591
S -1.168 -0.055 -2.483
C -0.711 -1.838 -2.392
C 0.302 -2.141 -1.299
S -0.571 -2.039 0.315
C 0.602 -1.751 1.702
C -0.199 -1.207 2.880
S -0.966 0.445 2.574
H -2.950 -0.929 2.803
H -3.073 0.609 3.677
H -3.423 1.821 1.489
H -4.662 0.584 1.803
H -3.339 1.771 -1.419
H -4.746 0.682 -1.535
H -3.243 0.455 -3.538
H -3.355 -1.065 -2.636
H -0.282 -2.095 -3.363
H -1.620 -2.424 -2.262
H 1.140 -1.442 -1.303
H 0.665 -3.164 -1.421
H 1.384 -1.057 1.384
H 1.046 -2.709 1.987
H 0.472 -1.074 3.735
H -0.987 -1.897 3.180
C 4.296 -1.174 -0.730
C 4.492 0.319 -0.534
C 3.290 1.141 -0.304
N 2.060 0.769 -0.128
N 1.192 1.771 0.085
C 1.763 2.980 0.088
N 1.119 4.120 0.277
S 3.481 2.885 -0.182
H 5.272 -1.639 -0.852
H 3.715 -1.376 -1.625
H 3.819 -1.627 0.135
H 5.012 0.726 -1.411
H 5.181 0.488 0.304
H 0.122 4.143 0.426
H 1.614 5.003 0.245
```

Results
molar mass	561.889	u
net charge	+3
electronic energy	-74273.09667	eV
HOMO-LUMO gap (alpha / beta)	8.82 / 6.01	eV
spin multiplicity	5
expectation value of S²	6.019

---

This record from OMol25 describes a molecular structure, C12H23N2O2P2RuSe. The level of theory is wB97M-V/def2-TZVPD.

```
43
Properties=species:S:1:pos:R:3
Ru 0.069 0.175 1.209
P -2.055 0.082 0.609
C -2.031 0.561 -1.158
C -0.826 1.333 -1.505
N 0.255 1.174 -0.700
C 1.480 1.486 -1.155
C 1.644 2.204 -2.340
C 0.533 2.484 -3.122
C -0.703 2.026 -2.714
C 2.639 0.993 -0.319
P 2.103 -0.466 0.705
H -1.607 2.123 -3.302
H 2.648 2.499 -2.629
H 0.629 3.030 -4.054
H 3.503 0.703 -0.930
H 2.976 1.780 0.373
H -1.901 -0.589 -1.735
H -2.964 1.025 -1.506
H -0.941 -2.210 -1.339
O -1.490 -1.611 -2.258
H -2.253 -2.003 -2.715
H 0.059 -1.431 0.572
O -0.355 -2.570 -0.397
H -0.273 -3.545 -0.298
C 2.552 -1.888 -0.335
H 3.437 -1.655 -0.944
H 2.750 -2.743 0.328
H 1.676 -2.122 -0.961
C 3.224 -0.498 2.134
H 3.072 -1.458 2.643
H 4.268 -0.401 1.813
H 2.954 0.318 2.816
C -2.926 1.441 1.436
H -3.920 1.594 0.998
H -3.005 1.177 2.500
H -2.321 2.350 1.326
C -3.091 -1.388 0.857
H -3.337 -1.429 1.929
H -4.020 -1.343 0.266
H -2.503 -2.278 0.585
Se 0.029 0.449 5.998
C 0.015 0.352 4.258
N 0.008 0.269 3.063
```

Results
molar mass	469.306	u
net charge	+3
electronic energy	-106366.24073	eV
HOMO-LUMO gap (alpha / beta)	7.22 / 6.12	eV
spin multiplicity	5
energy relative to the best compared isomer or geometry (same formula, charge and spin)	1.079	eV
expectation value of S²	6.047

---

This record from OMol25 describes 2 unconnected molecules or ions with the total composition C12H23N3. The level of theory is wB97M-V/def2-TZVPD.

```
38
Properties=species:S:1:pos:R:3
C 1.665 0.838 0.108
C -4.294 1.010 0.340
C -0.570 -1.870 1.396
C -3.428 1.470 -0.540
C -0.379 -1.149 0.325
C 3.749 0.862 -0.778
C 3.779 1.278 0.746
C 0.212 -3.259 -0.840
C -0.638 1.002 1.764
C -2.428 0.512 -1.049
C 0.059 -1.791 -1.012
C -0.461 0.255 0.484
N 2.301 0.643 -1.026
N 2.397 1.102 1.101
N -0.999 0.976 -0.743
H -5.109 1.659 0.724
H -4.260 -0.070 0.670
H -0.745 -1.524 2.442
H -0.494 -2.903 1.401
H -3.401 2.361 -1.053
H 4.053 1.781 -1.367
H 4.303 0.070 -1.090
H 4.280 0.441 1.284
H 4.031 2.353 0.898
H -0.667 -3.606 -0.219
H 0.020 -3.749 -1.808
H 1.127 -3.570 -0.433
H -1.313 0.462 2.326
H -1.084 2.008 1.534
H 0.175 1.114 2.391
H -2.538 0.290 -2.200
H -2.409 -0.550 -0.748
H -0.647 -1.494 -1.768
H 1.159 -1.425 -1.308
H 1.950 0.143 -1.791
H 2.069 1.427 1.964
H -0.434 0.892 -1.601
H -1.027 2.010 -0.524
```

Results
molar mass	209.337	u
net charge	+2
electronic energy	-17266.52103	eV
HOMO-LUMO gap	8.90	eV
spin multiplicity	1
energy relative to the best compared isomer or geometry (same formula, charge and spin)	0.485	eV

---

This record from OMol25 describes a single C12H23N3O3S molecule. The level of theory is wB97M-V/def2-TZVPD.

```
42
Properties=species:S:1:pos:R:3
C -1.218 2.975 2.702
C -0.529 2.490 1.424
C -1.472 2.593 0.192
C -1.319 3.947 -0.455
C -1.105 1.447 -0.775
N 0.259 1.619 -1.281
C 0.694 1.193 -2.452
C 2.204 1.287 -2.710
O -0.058 0.674 -3.288
C -1.386 0.023 -0.269
O -2.471 -0.222 0.243
N -0.419 -0.876 -0.345
C -0.389 -2.256 0.181
C -1.057 -3.207 -0.806
S -1.159 -4.872 -0.216
C 1.053 -2.741 0.467
O 1.993 -2.328 -0.236
N 1.253 -3.566 1.486
C 2.564 -4.118 1.854
H -0.522 2.900 3.542
H -2.143 2.441 2.854
H -1.414 4.021 2.569
H 0.422 3.016 1.314
H -0.286 1.454 1.630
H -2.500 2.473 0.498
H -1.540 4.744 0.240
H -1.953 4.022 -1.342
H -0.285 4.070 -0.813
H -1.748 1.540 -1.641
H 0.930 2.113 -0.698
H 2.695 0.713 -1.964
H 2.527 2.338 -2.687
H 2.406 0.905 -3.735
H 0.458 -0.532 -0.740
H -0.954 -2.302 1.111
H -2.070 -2.802 -0.976
H -0.521 -3.171 -1.781
H -0.089 -5.366 -0.893
H 0.415 -3.939 1.902
H 3.120 -4.383 0.980
H 3.136 -3.364 2.372
H 2.478 -4.955 2.541
```

Results
molar mass	289.401	u
net charge	0
electronic energy	-34266.69958	eV
HOMO-LUMO gap	9.84	eV
SMILES string	CC[C@@H](C)[C@@H](NC(C)=O)C(=O)N[C@@H](CS)C(=O)NC
spin multiplicity	1
energy relative to the best compared isomer or geometry (same formula, charge and spin)	0.172	eV

---

This record from OMol25 describes a molecular structure, C12H23N4O9S2. The level of theory is wB97M-V/def2-TZVPD.

```
50
Properties=species:S:1:pos:R:3
C -2.212 -4.688 -2.898
C -1.001 -5.486 -3.394
C 0.132 -5.471 -2.412
O 0.108 -6.126 -1.407
O 1.232 -4.725 -2.741
C 1.501 -3.629 -1.867
C 0.554 -2.466 -2.102
S 0.308 -1.456 -0.660
O -0.853 -0.666 -0.955
O 0.155 -2.372 0.442
N 1.682 -0.588 -0.631
S 1.980 0.061 0.761
O 2.996 1.049 0.632
O 0.838 0.461 1.511
O 2.682 -1.234 1.614
C 2.937 -0.918 2.839
N 3.365 -0.854 3.912
H -2.133 -3.663 -3.235
H -3.134 -5.070 -3.309
H -2.250 -4.650 -1.818
H -0.662 -5.098 -4.344
H -1.290 -6.522 -3.500
H 2.500 -3.297 -2.108
H 1.508 -3.923 -0.825
H -0.440 -2.839 -2.301
H 0.863 -1.861 -2.943
C 1.322 4.066 -0.139
C 1.391 4.994 -1.327
O 0.654 4.896 -2.293
N 2.336 5.980 -1.286
C 3.297 6.251 -0.235
H 0.537 3.334 -0.300
H 2.264 3.535 -0.007
H 1.091 4.630 0.766
H 2.338 6.569 -2.102
H 3.151 7.260 0.157
H 4.313 6.176 -0.627
H 3.187 5.543 0.577
C -3.944 2.013 2.364
C -4.084 1.288 3.682
O -5.090 1.388 4.374
N -3.044 0.515 4.072
C -1.782 0.286 3.377
H -4.848 2.587 2.187
H -3.093 2.694 2.388
H -3.807 1.305 1.547
H -3.195 0.056 4.955
H -1.663 -0.775 3.159
H -0.953 0.608 4.006
H -1.743 0.833 2.444
```

Results
molar mass	431.469	u
net charge	-1
electronic energy	-58876.87260	eV
HOMO-LUMO gap	9.70	eV
spin multiplicity	1

---

This record from OMol25 describes a molecular structure, C12H24CdFO10P2. The level of theory is wB97M-V/def2-TZVPD.

```
50
Properties=species:S:1:pos:R:3
Cd -2.082 -0.460 0.429
F -0.134 -0.269 -0.175
C 3.940 -0.311 -2.441
C 2.942 -0.166 -1.487
C 3.048 0.884 -0.576
C 4.137 1.719 -0.596
C 5.136 1.570 -1.554
C 4.994 0.584 -2.541
O 5.911 0.533 -3.559
O 2.003 1.159 0.273
H 3.978 -1.175 -3.097
H 2.093 -0.831 -1.404
H 4.207 2.508 0.144
H 6.023 2.182 -1.457
H 6.814 0.513 -3.232
H 1.199 0.680 -0.026
C -0.327 2.900 -1.872
O -1.091 3.438 -0.764
P -2.546 2.835 -0.535
O -2.538 1.387 -0.180
O -3.084 3.760 0.632
C -2.801 3.491 2.021
O -3.397 3.158 -1.799
C -3.502 4.531 -2.248
H -0.036 3.699 -2.546
H -0.853 2.102 -2.401
H 0.562 2.425 -1.459
H -2.225 4.335 2.390
H -2.108 2.647 2.094
H -3.713 3.266 2.559
H -2.682 4.651 -2.957
H -3.490 5.317 -1.498
H -4.410 4.653 -2.834
C 1.132 -2.248 2.015
O 0.484 -3.417 1.495
P -1.075 -3.557 1.487
O -1.777 -2.388 0.895
O -1.488 -3.788 2.997
C -1.057 -4.916 3.764
O -1.352 -4.920 0.744
C -2.695 -5.185 0.310
H 0.487 -1.755 2.751
H 1.416 -1.565 1.220
H 2.011 -2.521 2.598
H -1.540 -4.935 4.736
H 0.027 -4.888 3.862
H -1.364 -5.839 3.267
H -3.001 -6.142 0.723
H -2.736 -5.209 -0.778
H -3.441 -4.445 0.608
```

Results
molar mass	521.672	u
net charge	+1
electronic energy	-59166.64643	eV
HOMO-LUMO gap	5.74	eV
spin multiplicity	1

---

This record from OMol25 describes a molecular structure, C12H24Cl12F6Mg2N3O12S6. The level of theory is wB97M-V/def2-TZVPD.

```
77
Properties=species:S:1:pos:R:3
Mg 22.523 -19.206 -14.130
Mg 21.155 -14.803 -11.725
N 22.823 -18.552 -12.500
S 23.986 -18.573 -11.459
O 24.148 -19.813 -10.721
O 24.484 -17.302 -10.923
F 25.089 -18.839 -12.584
S 21.741 -18.045 -11.247
O 21.582 -16.637 -10.973
O 21.552 -18.924 -10.136
F 20.467 -18.325 -12.217
N 21.744 -15.410 -13.313
S 23.219 -15.376 -14.032
O 23.556 -14.284 -14.910
O 23.770 -16.685 -14.328
F 24.021 -14.953 -12.643
S 21.277 -16.270 -14.830
O 21.441 -17.733 -14.828
O 21.137 -15.630 -16.136
F 19.740 -16.235 -14.453
N 19.906 -14.425 -10.455
S 19.765 -13.673 -9.113
O 20.121 -14.412 -7.880
O 18.942 -12.468 -9.065
F 21.208 -13.035 -9.322
S 18.441 -15.242 -10.057
O 17.265 -14.379 -10.008
O 18.521 -16.516 -9.345
F 18.403 -15.780 -11.602
Cl 27.938 -14.544 -8.678
C 26.200 -14.101 -8.315
C 25.307 -15.116 -9.061
Cl 23.567 -14.639 -8.776
H 25.882 -13.093 -8.582
H 26.089 -14.188 -7.234
H 25.393 -16.138 -8.691
H 25.631 -15.194 -10.099
Cl 29.489 -14.617 -14.005
C 28.904 -16.260 -13.454
C 27.401 -16.420 -13.514
Cl 26.572 -16.117 -15.053
H 29.255 -16.467 -12.443
H 29.367 -17.078 -14.005
H 27.053 -15.659 -12.815
H 26.997 -17.372 -13.169
Cl 23.196 -22.513 -7.450
C 23.456 -20.744 -7.570
C 24.923 -20.594 -7.862
Cl 25.398 -18.877 -7.885
H 23.212 -20.248 -6.630
H 22.782 -20.267 -8.281
H 25.135 -21.103 -8.803
H 25.457 -21.139 -7.083
Cl 19.959 -20.329 -7.358
C 19.461 -18.643 -7.075
C 19.913 -18.137 -5.770
Cl 21.682 -17.896 -5.584
H 18.380 -18.592 -7.205
H 19.885 -18.042 -7.880
H 19.534 -18.772 -4.969
H 19.419 -17.173 -5.648
Cl 16.673 -18.466 -11.287
C 16.931 -17.986 -13.036
C 16.599 -19.220 -13.870
Cl 18.058 -20.240 -13.604
H 17.941 -17.649 -13.269
H 16.265 -17.127 -13.131
H 16.476 -18.925 -14.912
H 15.742 -19.812 -13.550
Cl 24.259 -21.175 -14.100
C 24.978 -22.534 -13.141
C 25.344 -23.763 -14.067
Cl 23.929 -24.566 -14.692
H 24.297 -22.601 -12.293
H 25.871 -22.090 -12.702
H 25.859 -24.520 -13.476
H 25.934 -23.531 -14.954
```

Results
molar mass	1182.769	u
net charge	+1
electronic energy	-284335.77616	eV
HOMO-LUMO gap	5.89	eV
spin multiplicity	1
energy relative to the best compared isomer or geometry (same formula, charge and spin)	5.497	eV

---

This record from OMol25 describes 3 unconnected molecules or ions with the total composition C12H24Cl2FN4O7. The level of theory is wB97M-V/def2-TZVPD.

```
50
Properties=species:S:1:pos:R:3
C -0.261 0.478 -0.218
C 0.096 1.418 -1.355
Cl -0.873 2.939 -1.280
C 1.554 1.864 -1.419
Cl 2.678 0.537 -0.980
N 1.850 2.329 -2.776
C 2.812 3.290 -2.941
N 4.169 3.001 -2.766
N 2.511 4.509 -3.279
N 3.512 5.401 -3.664
C 1.128 4.969 -3.419
C 0.415 4.449 -4.662
O -0.740 4.457 -4.818
F 1.282 3.949 -5.563
H -0.130 -0.558 -0.535
H -1.314 0.602 0.038
H 0.328 0.665 0.681
H -0.170 0.965 -2.314
H 1.734 2.658 -0.692
H 1.023 2.433 -3.351
H 4.363 2.727 -1.802
H 4.402 2.188 -3.336
H 4.306 5.348 -3.039
H 3.132 6.337 -3.715
H 0.544 4.654 -2.550
H 1.123 6.059 -3.448
C -5.559 -1.035 -0.846
O -4.226 -1.424 -0.485
C -4.168 -2.523 0.273
O -5.110 -3.165 0.651
O -2.886 -2.781 0.536
C -2.677 -3.944 1.350
H -5.449 -0.141 -1.452
H -6.043 -1.821 -1.420
H -6.147 -0.818 0.043
H -3.064 -4.832 0.855
H -3.158 -3.824 2.318
H -1.602 -4.029 1.482
C -0.511 -3.159 6.677
O -0.302 -3.400 5.278
C 0.884 -3.932 4.987
O 1.754 -4.198 5.773
O 0.944 -4.120 3.665
C 2.172 -4.702 3.212
H -1.506 -2.732 6.754
H -0.456 -4.090 7.236
H 0.231 -2.460 7.058
H 2.321 -5.681 3.663
H 3.014 -4.057 3.457
H 2.071 -4.797 2.135
```

Results
molar mass	426.249	u
net charge	+1
electronic energy	-60881.54816	eV
HOMO-LUMO gap	8.50	eV
spin multiplicity	1
energy relative to the best compared isomer or geometry (same formula, charge and spin)	0.000	eV